# 1
19
Properties=species:S:1:pos:R:3:mulliken_charge:R:1 method="wB97M-V/def2-TZVPD" largest_force_ev_per_a=4.800 total_energy_ev=-16720.613 total_charge=0 e_lumo_ha="-0.004 / -0.004" homo_lumo_gap_ha="0.25197 / 0.25207" e_above_lowest_ev=3.626 homo_ev="-7.0 / -7.0"
C 0.0114 -0.7994 0.0908 -0.616
C -1.3671 -0.4931 0.0170 1.092
C -1.8137 0.8018 -0.0445 -0.159
C -2.3232 1.9911 -0.1241 -0.847
C 1.5890 1.9267 0.2291 -0.973
C -2.3906 -1.5756 0.4072 -1.406
C 2.9325 -0.6081 0.1693 -1.023
P 1.3284 0.2884 -0.1952 0.569
H 0.2925 -1.8198 -0.3016 0.198
H -2.0838 2.5482 0.7954 0.247
H -2.9337 2.4007 -0.9551 0.256
H 0.8994 2.6204 -0.0922 0.324
H 2.5657 2.2736 0.1028 0.309
H -3.2228 -1.0459 0.6221 0.437
H -1.9871 -2.3379 1.1515 0.324
H -2.7160 -2.1675 -0.5635 0.267
H 2.8531 -1.5988 -0.2956 0.317
H 2.7845 -0.8323 1.1743 0.332
H 3.5928 0.1633 -0.2647 0.352

---

# 2
19
Properties=species:S:1:pos:R:3:mulliken_charge:R:1 method="wB97M-V/def2-TZVPD" largest_force_ev_per_a=6.998 total_energy_ev=-7446.753 total_charge=0 e_lumo_ha=-0.006 homo_lumo_gap_ha=0.29062 e_above_lowest_ev=6.679 homo_ev=-8.1
C -1.2132 1.4109 0.9076 -0.937
C -1.4540 0.6711 -0.4492 -0.577
C -0.6319 -0.6583 -0.2683 0.659
C 0.7628 -0.5792 0.0200 -0.473
C 1.5669 0.6067 0.1018 0.001
C 2.9602 0.3173 0.1411 -0.883
C -1.1204 -2.0468 -0.6038 -1.249
H -1.6551 0.7323 1.6060 0.321
H -1.6002 2.4532 1.0818 0.303
H -0.1034 1.3333 1.0109 0.171
H -2.5258 0.5860 -0.5732 0.328
H -1.1954 1.2066 -1.3463 0.339
H 1.3353 -1.3169 -0.4577 0.363
H 1.4849 2.4630 0.2984 0.207
H 3.8549 1.0180 0.3257 0.225
H 3.3075 -0.6675 0.2220 0.283
H -0.4647 -2.8389 -0.2155 0.376
H -1.1396 -2.4533 -1.6959 0.263
H -2.1687 -2.2377 -0.1055 0.282

---

# 3
19
Properties=species:S:1:pos:R:3:mulliken_charge:R:1 method="wB97M-V/def2-TZVPD" largest_force_ev_per_a=3.286 total_energy_ev=-7448.812 total_charge=0 e_lumo_ha=-0.014 homo_lumo_gap_ha=0.29247 e_above_lowest_ev=4.620 homo_ev=-8.3
C -1.9500 0.4870 -0.9376 -1.147
C -1.3998 -0.4630 0.1465 -0.660
C 0.0406 -0.9103 -0.1426 0.293
C 0.9842 0.3135 -0.2610 -0.447
C 1.0140 1.2992 0.6976 -0.377
C 1.8536 2.1955 0.0789 -0.214
C 0.5725 -1.8064 0.9728 -1.439
H -1.2008 1.2895 -1.0547 0.258
H -1.8571 0.0543 -1.9341 0.316
H -2.9699 0.7930 -0.7037 0.349
H -2.0568 -1.3192 0.3080 0.415
H -1.3056 0.0834 1.0900 0.312
H 1.7869 0.1043 -0.9760 0.340
H 0.0299 -1.4373 -1.1069 0.381
H 2.9501 2.0877 0.0164 0.283
H 1.5325 3.2222 -0.0963 0.247
H 0.5709 -1.1840 1.8849 0.344
H -0.1343 -2.5757 1.2836 0.382
H 1.5392 -2.2337 0.7344 0.365

---

# 4
19
Properties=species:S:1:pos:R:3:mulliken_charge:R:1 method="wB97M-V/def2-TZVPD" largest_force_ev_per_a=0.408 total_energy_ev=-7450.460 total_charge=0 e_lumo_ha=0.036 homo_lumo_gap_ha=0.34167 e_above_lowest_ev=2.972 homo_ev=-8.3
C -2.5532 -0.3025 -0.0216 -1.436
C -1.2589 0.5055 0.0194 0.916
C -0.1274 -0.1342 0.8595 -1.143
C 1.1644 0.3797 0.2138 0.652
C 2.3675 -0.5490 0.3385 -1.525
C 0.6856 0.6310 -1.2253 -0.406
C -0.7323 0.9157 -1.3333 -1.102
H -2.3608 -1.2980 -0.4418 0.348
H -2.9702 -0.4415 0.9819 0.336
H -3.2980 0.1885 -0.6530 0.390
H -1.4820 1.5124 0.4233 0.259
H -0.2046 0.0977 1.9274 0.348
H -0.1726 -1.2296 0.7620 0.325
H 1.4276 1.3563 0.6492 0.243
H 2.1498 -1.5252 -0.1123 0.352
H 2.6351 -0.7185 1.3878 0.355
H 3.2477 -0.1328 -0.1651 0.381
H 1.3963 1.0372 -1.9506 0.490
H 0.3093 -0.3350 -1.7057 0.218

---

# 5
19
Properties=species:S:1:pos:R:3:mulliken_charge:R:1 method="wB97M-V/def2-TZVPD" largest_force_ev_per_a=0.318 total_energy_ev=-7447.618 total_charge=0 e_lumo_ha="-0.027 / -0.027" homo_lumo_gap_ha="0.30738 / 0.30668" e_above_lowest_ev=5.814 homo_ev="-9.1 / -9.1"
C -1.7166 0.7981 0.1821 -0.948
C -1.2328 -0.6174 -0.0763 0.342
C -0.1939 -0.7406 -1.2271 -0.708
C 0.8838 -0.9024 -0.1703 0.340
C 2.2011 -0.7538 -0.1721 -0.897
C 0.7074 2.5830 0.4075 -0.560
C -0.1494 -1.1168 0.9213 -0.709
H -2.3306 1.1704 -0.6454 0.349
H -0.8875 1.5281 0.2985 0.043
H -2.3017 0.8599 1.1063 0.348
H -2.0993 -1.2807 -0.1743 0.421
H -0.3331 -1.6454 -1.8301 0.266
H -0.1031 0.1189 -1.9025 0.293
H 2.7456 -0.5298 -1.0869 0.267
H 2.7832 -0.8485 0.7422 0.268
H 1.1260 2.1844 -0.5462 0.161
H 1.1977 1.9031 1.1432 0.164
H -0.0265 -0.5370 1.8441 0.296
H -0.2704 -2.1736 1.1860 0.265

---

# 6
19
Properties=species:S:1:pos:R:3:mulliken_charge:R:1 method="wB97M-V/def2-TZVPD" largest_force_ev_per_a=0.211 total_energy_ev=-7448.623 total_charge=0 e_lumo_ha=0.036 homo_lumo_gap_ha=0.32318 e_above_lowest_ev=4.809 homo_ev=-7.8
C 0.4962 -1.6374 -1.8358 -1.186
C -0.0890 -0.2893 -1.4034 -0.287
C -0.6614 -0.3636 -0.0061 -0.153
C 0.2933 -0.4893 1.1896 -0.889
C -0.0134 0.8333 1.8463 -0.033
C 0.1959 2.0033 0.9402 -0.428
C -1.1670 1.3910 1.0054 -0.937
H 0.9336 -1.5633 -2.8365 0.369
H -0.2757 -2.4148 -1.8613 0.315
H 1.2854 -1.9688 -1.1513 0.312
H 0.6958 0.4750 -1.4483 0.159
H -0.8698 0.0139 -2.1122 0.369
H -1.4908 -1.0772 0.0530 0.613
H 1.3447 -0.6256 0.8977 0.290
H 0.0123 -1.3405 1.8180 0.316
H 0.0106 0.9586 2.9276 0.378
H 0.2072 2.9786 1.4248 0.270
H 0.8607 1.9417 0.0814 0.121
H -1.5508 0.6591 0.1489 0.403

---

# 7
19
Properties=species:S:1:pos:R:3:mulliken_charge:R:1 method="wB97M-V/def2-TZVPD" largest_force_ev_per_a=2.794 total_energy_ev=-7447.451 total_charge=0 e_lumo_ha="-0.014 / 0.017" homo_lumo_gap_ha="0.26970 / 0.29874" e_above_lowest_ev=5.981 homo_ev="-7.7 / -7.7"
C 1.9030 1.1838 1.9148 -0.924
C 1.8933 1.2659 0.4971 -0.402
C 0.5981 0.3705 0.0619 -0.701
C 0.4652 0.3516 -1.5141 -0.525
C -0.7071 -0.4282 -1.7255 -0.006
C -1.7140 -1.1021 -1.4110 0.502
C -2.7806 -1.8128 -1.0276 -1.333
H 1.3257 1.8725 2.5240 0.325
H -1.5795 -1.0509 1.6635 0.143
H 2.4031 0.3677 2.4272 0.328
H 1.7039 2.2648 0.0911 0.312
H 2.7500 0.7991 0.0008 0.311
H -0.2978 0.8076 0.5024 0.412
H 0.7256 -0.6476 0.4309 0.430
H 0.3745 1.3841 -1.8715 0.314
H 1.3736 -0.0920 -1.9378 0.316
H -1.9835 -1.3157 1.0887 -0.151
H -2.7190 -2.8871 -0.8812 0.322
H -3.7346 -1.3312 -0.8338 0.327

---

# 8
19
Properties=species:S:1:pos:R:3:mulliken_charge:R:1 method="wB97M-V/def2-TZVPD" largest_force_ev_per_a=4.179 total_energy_ev=-7449.545 total_charge=0 e_lumo_ha=0.041 homo_lumo_gap_ha=0.34468 e_above_lowest_ev=3.887 homo_ev=-8.3
C 2.6390 1.3950 -0.3154 -0.491
C 2.5384 0.8624 0.7385 -0.256
C -0.2699 0.5797 -0.5622 -0.193
C -0.5701 -0.7304 -0.4065 0.886
C -0.3794 1.5571 0.5295 -1.711
C -0.5839 -1.4213 0.9617 -1.505
C -0.7123 -1.6366 -1.5774 -1.544
H 2.8929 1.7597 -1.2545 0.410
H 2.3840 0.4974 1.7910 0.356
H 0.0600 0.8270 -1.5285 0.497
H -1.3889 1.7841 0.6172 0.512
H 0.0545 2.4811 0.2591 0.380
H -0.0954 1.3086 1.5599 0.352
H -1.2831 -2.1861 1.0285 0.531
H -0.8535 -0.6433 1.6774 0.345
H 0.3333 -1.9485 1.1272 0.270
H 0.3031 -1.8361 -2.0443 0.248
H -1.4230 -1.3664 -2.2434 0.431
H -1.0658 -2.4783 -1.1156 0.482

---

# 9
19
Properties=species:S:1:pos:R:3:mulliken_charge:R:1 method="wB97M-V/def2-TZVPD" largest_force_ev_per_a=1.950 total_energy_ev=-7451.397 total_charge=0 e_lumo_ha=0.029 homo_lumo_gap_ha=0.32299 e_above_lowest_ev=2.035 homo_ev=-8.0
C -1.0959 -0.9756 1.9097 -1.517
C -0.5263 0.2680 1.1769 -0.220
C 0.0671 0.0226 -0.1978 0.945
C 0.6168 1.0209 -0.9120 -0.416
C 1.1756 2.2866 -0.2885 -1.182
C -0.1161 -1.6394 -2.1296 -0.820
C -0.0579 -1.3163 -0.8287 -0.418
H -0.2815 -1.6991 1.8640 0.385
H -1.1653 -0.7822 2.9767 0.367
H -1.9771 -1.3506 1.4168 0.378
H -1.3652 0.9438 1.0067 0.283
H 0.2011 0.6986 1.8649 0.306
H 0.9297 0.7083 -1.9004 0.243
H 1.3541 2.9610 -1.1254 0.375
H 0.5099 2.7073 0.4569 0.321
H 2.1365 2.0027 0.1419 0.265
H -0.6440 -2.5281 -2.4515 0.265
H 0.5878 -1.2297 -2.8471 0.259
H -0.3492 -2.0989 -0.1335 0.179

---

# 10
19
Properties=species:S:1:pos:R:3:mulliken_charge:R:1 method="wB97M-V/def2-TZVPD" largest_force_ev_per_a=0.260 total_energy_ev=-7453.287 total_charge=0 e_lumo_ha=0.046 homo_lumo_gap_ha=0.38211 e_above_lowest_ev=0.145 homo_ev=-9.1
C -2.4165 -0.4242 -0.0004 -1.450
C -1.2187 0.5177 -0.0237 0.729
C -0.1006 -0.0210 0.8862 -1.290
C 1.2393 0.4041 0.2559 0.637
C 2.3181 -0.6636 0.4186 -1.527
C 0.8375 0.6580 -1.1810 -0.621
C -0.4860 0.6811 -1.3405 -0.601
H -2.0739 -1.4624 -0.0800 0.359
H -2.9416 -0.3216 0.9570 0.343
H -3.1304 -0.2117 -0.8026 0.371
H -1.5751 1.5077 0.3016 0.229
H -0.2082 0.2577 1.9387 0.372
H -0.1762 -1.1158 0.8335 0.284
H 1.6031 1.3426 0.7024 0.267
H 1.9674 -1.6063 -0.0176 0.372
H 2.5310 -0.8397 1.4793 0.349
H 3.2551 -0.3837 -0.0761 0.391
H 1.5718 0.8263 -1.9662 0.411
H -0.9961 0.8549 -2.2850 0.374